1.
# C62H48Cl2CrIO2P3

A structure of composition C62H48Cl2CrIO2P3 in a non-equilibrium geometry (ωB97M-V/def2-TZVPD, the OMol25 dataset).

Computed properties:
⟨S²⟩ = 6.039
HOMO (spin up / spin down) = -6.480 / -7.504 eV
multiplicity = 5

Positions of all 119 atoms, in Å:
Cr: 0.37 -0.10 -0.46
I: -0.13 2.72 -1.12
C: -1.10 4.51 -0.35
C: -0.32 5.63 -0.17
C: -0.88 6.82 0.28
C: -2.24 6.91 0.48
C: -3.06 5.78 0.31
C: -4.46 5.88 0.45
C: -5.26 4.78 0.28
C: -4.69 3.53 0.06
C: -3.32 3.38 -0.05
P: -2.73 1.62 -0.11
C: -3.87 1.08 -1.44
C: -3.44 1.36 -2.73
C: -4.16 0.90 -3.82
C: -5.31 0.16 -3.62
C: -5.75 -0.11 -2.34
C: -5.03 0.34 -1.24
C: -3.42 1.12 1.51
C: -3.81 -0.18 1.82
C: -4.24 -0.49 3.09
C: -4.31 0.49 4.07
C: -3.87 1.77 3.78
C: -3.42 2.08 2.52
C: -2.48 4.51 -0.03
H: 0.73 5.59 -0.44
H: -0.25 7.69 0.41
H: -2.70 7.85 0.75
H: -4.88 6.84 0.70
H: -6.33 4.86 0.38
H: -5.32 2.66 0.02
H: -2.54 1.94 -2.88
H: -3.81 1.10 -4.82
H: -5.87 -0.20 -4.47
H: -6.65 -0.69 -2.18
H: -5.38 0.14 -0.24
H: -3.75 -0.96 1.08
H: -4.52 -1.51 3.33
H: -4.67 0.25 5.06
H: -3.88 2.53 4.55
H: -3.05 3.08 2.31
C: 6.09 -4.22 -1.18
C: 5.30 -3.85 0.08
C: 5.92 -4.50 1.33
C: 5.33 -2.34 0.24
C: 6.52 -1.65 0.44
C: 6.57 -0.27 0.50
C: 5.41 0.47 0.33
C: 4.20 -0.19 0.14
P: 2.65 0.71 -0.27
C: 2.84 1.99 1.02
C: 2.69 3.37 0.90
C: 2.75 4.18 2.03
C: 2.95 3.62 3.28
C: 3.06 2.25 3.41
C: 3.00 1.44 2.30
C: 3.25 1.24 -1.91
C: 3.49 0.15 -2.76
C: 3.89 0.33 -4.06
C: 4.06 1.62 -4.55
C: 3.83 2.70 -3.73
C: 3.42 2.52 -2.41
C: 4.18 -1.58 0.12
O: 2.93 -2.10 -0.02
C: 2.79 -3.46 -0.10
C: 1.48 -3.89 -0.22
C: 1.22 -5.25 -0.32
C: 2.27 -6.15 -0.32
C: 3.57 -5.70 -0.19
C: 3.87 -4.34 -0.07
P: 0.14 -2.63 -0.15
C: -0.32 -2.99 1.58
C: 0.56 -2.40 2.50
C: 0.36 -2.54 3.85
C: -0.72 -3.28 4.31
C: -1.57 -3.90 3.41
C: -1.37 -3.77 2.04
C: -0.97 -3.43 -1.36
C: -0.35 -3.70 -2.58
C: -1.07 -4.24 -3.63
C: -2.42 -4.48 -3.48
C: -3.05 -4.19 -2.29
C: -2.33 -3.66 -1.23
H: 7.12 -3.85 -1.11
H: 5.63 -3.77 -2.06
H: 6.12 -5.29 -1.32
H: 6.94 -4.16 1.48
H: 5.94 -5.58 1.23
H: 5.33 -4.25 2.21
H: 7.44 -2.21 0.54
H: 7.51 0.23 0.66
H: 5.43 1.55 0.34
H: 2.53 3.83 -0.06
H: 2.64 5.24 1.92
H: 2.99 4.25 4.15
H: 3.20 1.80 4.39
H: 3.09 0.37 2.39
H: 3.33 -0.86 -2.38
H: 4.06 -0.52 -4.70
H: 4.38 1.77 -5.57
H: 3.94 3.71 -4.11
H: 3.24 3.39 -1.80
H: 0.20 -5.59 -0.41
H: 2.08 -7.20 -0.42
H: 4.38 -6.41 -0.18
H: 1.39 -1.82 2.12
H: 1.03 -2.07 4.55
H: -0.90 -3.38 5.37
H: -2.40 -4.50 3.77
H: -2.03 -4.27 1.36
H: 0.70 -3.47 -2.70
H: -0.58 -4.44 -4.57
H: -2.99 -4.88 -4.31
H: -4.11 -4.35 -2.18
H: -2.86 -3.39 -0.32
Cl: -0.16 0.56 1.68
O: -2.31 -1.05 -0.44
C: -1.61 -0.10 -0.52
Cl: 0.50 -0.53 -2.67


2.
# C14H22Br30NO2P

A structure of composition C14H22Br30NO2P (ωB97M-V/def2-TZVPD, the OMol25 dataset).

Computed properties:
HOMO = -8.136 eV

Positions of all 70 atoms, in Å:
C: -0.80 2.95 2.01
O: -1.20 1.95 1.10
C: -0.98 0.59 1.46
C: -2.28 -0.23 1.49
N: -3.28 0.28 0.55
P: 0.13 -0.15 0.17
C: 1.08 -1.29 1.24
O: 1.32 1.02 0.09
H: -1.68 3.54 2.31
H: -0.33 2.53 2.91
H: -0.07 3.62 1.53
H: -0.51 0.54 2.46
H: -2.05 -1.27 1.20
H: -2.64 -0.28 2.53
H: -3.95 0.89 1.00
H: -3.79 -0.48 0.10
H: 0.55 -2.24 1.34
H: 1.29 -0.87 2.23
H: 2.04 -1.47 0.73
H: 1.20 1.55 -0.72
C: 4.64 0.53 -0.97
Br: 6.44 0.83 -1.56
Br: 3.47 0.10 -2.42
Br: 4.55 -0.78 0.43
H: 4.28 1.47 -0.55
C: -2.89 -1.29 5.75
Br: -2.88 -2.72 4.47
Br: -1.59 0.06 5.32
Br: -4.64 -0.51 5.92
H: -2.62 -1.71 6.71
C: 0.55 -0.77 -5.15
Br: 2.00 0.20 -5.94
Br: 1.16 -2.37 -4.30
Br: -0.41 0.28 -3.86
H: -0.14 -1.04 -5.94
C: -8.57 1.06 4.45
Br: -7.12 0.94 3.20
Br: -8.22 0.11 6.09
Br: -9.05 2.89 4.80
H: -9.43 0.58 3.99
C: 0.48 -4.91 0.58
Br: 0.76 -4.06 -1.12
Br: 1.96 -4.61 1.77
Br: -1.18 -4.35 1.38
H: 0.41 -5.97 0.41
C: -0.24 -5.30 -6.87
Br: 1.61 -5.21 -7.35
Br: -0.46 -5.87 -5.05
Br: -1.12 -3.62 -7.20
H: -0.72 -6.04 -7.50
C: 3.05 4.40 -2.91
Br: 3.83 4.49 -1.16
Br: 4.33 3.82 -4.23
Br: 1.52 3.25 -2.86
H: 2.72 5.39 -3.19
C: -4.77 4.59 4.11
Br: -3.58 5.69 3.09
Br: -3.94 2.93 4.61
Br: -5.46 5.52 5.64
H: -5.62 4.35 3.47
C: 4.95 2.96 2.78
Br: 5.02 4.86 3.08
Br: 5.32 1.97 4.38
Br: 3.28 2.44 1.99
H: 5.73 2.72 2.07
C: 5.73 -3.72 -7.28
Br: 7.62 -3.57 -7.55
Br: 4.88 -4.70 -8.70
Br: 5.31 -4.49 -5.56
H: 5.32 -2.72 -7.29


3.
# C8H20B2MgNO2S2

A structure of composition C8H20B2MgNO2S2 in a non-equilibrium geometry (ωB97M-V/def2-TZVPD, the OMol25 dataset).

Computed properties:
charge = +1
HOMO = -11.184 eV

Positions of all 36 atoms, in Å:
C: 2.42 -1.98 0.41
C: 2.05 -0.55 0.74
N: 1.93 0.26 -0.49
C: 3.15 1.08 -0.71
C: 2.99 2.04 -1.85
C: 0.75 1.00 -0.52
S: -0.40 0.67 -1.60
S: 0.57 2.34 0.61
C: -1.11 2.18 1.22
C: -1.56 0.82 1.79
C: -2.46 0.04 0.88
B: -2.08 -1.59 0.57
B: -2.88 -2.07 -0.91
O: -3.89 -1.19 -1.65
O: -2.68 -3.23 -1.48
H: 3.09 -1.97 -0.42
H: 2.94 -2.40 1.25
H: 1.55 -2.57 0.16
H: 2.84 -0.15 1.36
H: 1.14 -0.55 1.32
H: 3.93 0.39 -0.96
H: 3.44 1.61 0.20
H: 2.50 2.95 -1.53
H: 3.95 2.33 -2.25
H: 2.44 1.59 -2.66
H: -1.14 2.88 2.04
H: -1.82 2.55 0.49
H: -0.69 0.24 2.01
H: -2.03 1.04 2.73
H: -3.46 -0.20 1.31
H: -2.60 0.58 -0.06
H: -0.90 -1.63 0.34
H: -2.39 -2.31 1.48
H: -3.37 -0.65 -2.28
H: -1.73 -3.43 -1.42
Mg: -4.51 -0.13 -0.09


4.
# C65H80N12O5

A cluster of 17 separate species, C65H80N12O5 in total in a non-equilibrium geometry (ωB97M-V/def2-TZVPD, the OMol25 dataset).

Computed properties:
HOMO = -9.209 eV

Positions of all 162 atoms, in Å:
C: 12.24 10.06 14.31
O: 12.09 10.72 13.02
H: 11.25 9.93 14.78
H: 12.63 9.05 14.25
H: 12.91 10.68 14.90
H: 12.95 10.67 12.59
C: 17.57 19.91 15.20
O: 17.55 18.72 14.41
H: 17.78 19.73 16.25
H: 18.31 20.64 14.79
H: 16.58 20.37 15.13
H: 16.90 18.89 13.70
C: 19.62 17.61 16.90
O: 19.15 16.36 17.42
H: 19.06 18.07 16.08
H: 19.64 18.35 17.71
H: 20.64 17.54 16.55
H: 19.12 15.69 16.73
C: 17.46 10.34 14.13
O: 17.41 10.99 15.39
H: 18.34 9.71 14.08
H: 16.52 9.84 13.88
H: 17.49 11.18 13.40
H: 16.66 10.58 15.83
C: 14.51 9.11 17.32
O: 15.15 10.35 16.93
H: 15.12 8.21 17.11
H: 14.30 9.16 18.39
H: 13.56 9.07 16.79
H: 15.51 10.92 17.66
N: 13.21 16.92 18.98
C: 14.32 16.66 18.37
C: 15.52 17.34 18.56
C: 15.52 18.50 19.34
C: 14.31 18.88 19.84
C: 13.21 18.05 19.72
H: 14.35 15.81 17.71
H: 16.43 16.96 18.16
H: 16.42 19.09 19.54
H: 14.30 19.76 20.48
H: 12.27 18.34 20.20
N: 13.20 20.65 15.40
C: 13.36 19.38 15.77
C: 12.31 18.43 15.64
C: 11.13 18.76 15.02
C: 10.95 20.07 14.67
C: 12.02 20.97 14.88
H: 14.29 19.12 16.24
H: 12.54 17.38 15.87
H: 10.40 17.99 14.82
H: 9.98 20.30 14.25
H: 11.89 22.01 14.64
N: 10.48 10.73 8.14
C: 9.18 10.96 8.05
C: 8.49 11.48 9.13
C: 9.07 11.77 10.34
C: 10.42 11.46 10.49
C: 11.02 10.96 9.35
H: 8.71 10.85 7.10
H: 7.46 11.80 8.99
H: 8.46 12.06 11.18
H: 10.95 11.66 11.40
H: 12.11 10.76 9.42
N: 10.06 15.23 15.20
C: 8.79 15.61 15.09
C: 7.80 14.87 14.52
C: 8.14 13.70 13.91
C: 9.48 13.32 13.93
C: 10.39 14.05 14.66
H: 8.56 16.56 15.56
H: 6.70 15.10 14.64
H: 7.43 13.13 13.34
H: 9.73 12.37 13.54
H: 11.38 13.65 14.83
N: 7.12 18.39 17.70
C: 7.41 17.12 17.79
C: 8.72 16.63 18.07
C: 9.81 17.49 18.35
C: 9.45 18.86 18.18
C: 8.12 19.22 17.91
H: 6.63 16.42 17.56
H: 8.88 15.54 18.16
H: 10.84 17.23 18.52
H: 10.26 19.58 18.23
H: 7.92 20.24 17.76
N: 10.89 12.77 20.09
C: 11.02 13.84 19.34
C: 11.61 13.84 18.03
C: 12.11 12.65 17.56
C: 12.00 11.54 18.37
C: 11.38 11.67 19.59
H: 10.58 14.72 19.79
H: 11.69 14.77 17.42
H: 12.51 12.60 16.55
H: 12.35 10.56 18.06
H: 11.32 10.74 20.16
N: 15.39 19.10 12.56
C: 15.55 18.01 11.77
C: 14.63 17.49 10.90
C: 13.50 18.17 10.74
C: 13.24 19.31 11.53
C: 14.20 19.69 12.47
H: 16.43 17.45 11.89
H: 14.84 16.52 10.48
H: 12.78 17.89 9.99
H: 12.26 19.80 11.59
H: 14.03 20.60 12.97
N: 14.65 11.20 11.84
C: 15.73 11.03 11.07
C: 16.52 12.05 10.66
C: 16.26 13.36 11.12
C: 15.17 13.53 11.96
C: 14.39 12.41 12.29
H: 15.93 9.95 10.95
H: 17.44 11.84 10.08
H: 16.90 14.18 10.87
H: 15.04 14.54 12.38
H: 13.56 12.48 12.99
N: 19.34 14.84 14.60
C: 19.41 13.55 14.23
C: 19.71 13.17 12.91
C: 19.95 14.16 12.00
C: 19.79 15.48 12.33
C: 19.46 15.78 13.67
H: 19.31 12.81 14.98
H: 19.83 12.12 12.63
H: 20.29 13.87 11.02
H: 20.02 16.22 11.60
H: 19.50 16.80 14.01
N: 14.06 14.22 14.99
C: 13.99 15.53 14.60
C: 15.00 16.39 14.80
C: 16.12 15.92 15.56
C: 16.14 14.65 16.00
C: 15.11 13.78 15.64
H: 13.05 15.80 14.17
H: 15.05 17.35 14.39
H: 16.90 16.65 15.75
H: 17.00 14.23 16.50
H: 15.15 12.74 15.88
N: 16.42 12.16 18.61
C: 17.66 12.58 18.40
C: 18.09 13.82 18.90
C: 17.24 14.58 19.65
C: 16.02 14.04 20.01
C: 15.63 12.85 19.48
H: 18.23 11.97 17.72
H: 19.08 14.16 18.67
H: 17.58 15.53 20.01
H: 15.37 14.57 20.65
H: 14.71 12.35 19.68
N: 12.01 15.12 11.69
C: 12.08 14.58 10.49
C: 11.13 14.86 9.43
C: 10.05 15.69 9.67
C: 10.02 16.30 10.95
C: 10.99 16.01 11.93
H: 12.87 13.84 10.41
H: 11.28 14.36 8.47
H: 9.33 15.91 8.86
H: 9.12 16.85 11.15
H: 10.95 16.44 12.92


5.
# C3H3IO2

A cluster of 2 separate species, C3H3IO2 in total in a non-equilibrium geometry (ωB97M-V/def2-TZVPD, the OMol25 dataset).

Computed properties:
HOMO = -8.732 eV
relative energy (zero: lowest compared OMol25 entry of this formula, charge and spin) = 322.86 kJ/mol
SMILES = O=C=C1CO1.I

Positions of all 9 atoms, in Å:
C: -0.73 -1.63 0.88
C: 1.41 -0.44 -0.27
C: 0.28 -1.31 0.10
O: -1.78 -1.90 1.27
O: 1.54 -1.84 -0.14
I: -1.43 4.18 -0.71
H: 1.20 -0.05 -1.29
H: 1.78 0.15 0.61
H: -2.27 2.85 -0.45


6.
# C4H6N2O2

The molecule C4H6N2O2 in a non-equilibrium geometry (ωB97M-V/def2-TZVPD, the OMol25 dataset).

Computed properties:
HOMO = -10.029 eV
relative energy (zero: lowest compared OMol25 entry of this formula, charge and spin) = 401.53 kJ/mol
SMILES = N#CCNCC(=O)O

Positions of all 14 atoms, in Å:
C: -1.60 -0.29 -0.05
C: -0.34 -0.40 0.76
C: 1.36 0.84 -0.14
C: 2.29 -0.17 -0.01
H: -2.61 0.89 -0.91
H: 0.36 -1.26 0.10
H: -0.77 -0.78 1.72
H: -0.30 1.60 0.84
H: 1.88 1.80 -0.16
H: 1.03 0.81 -1.29
N: 0.39 0.82 0.92
N: 2.77 -1.16 -0.50
O: -1.43 1.00 -0.71
O: -2.56 -1.07 -0.11


7.
# C35H39N3O3PtS2

A structure of composition C35H39N3O3PtS2 (ωB97M-V/def2-TZVPD, the OMol25 dataset).

Computed properties:
charge = +4
HOMO = -15.954 eV
relative energy (zero: lowest compared OMol25 entry of this formula, charge and spin) = 103.44 kJ/mol

Positions of all 83 atoms, in Å:
Pt: -1.21 1.26 -0.95
C: -1.12 4.70 -0.33
O: -0.79 3.47 0.34
C: 0.56 3.37 0.74
C: 1.39 2.71 -0.33
O: 0.85 1.38 -0.67
C: 1.68 0.28 -0.19
C: 1.81 -0.01 1.29
O: 0.65 -0.49 1.98
C: 1.09 -1.10 3.17
H: -1.06 5.53 0.37
H: -2.14 4.60 -0.69
H: -0.44 4.87 -1.17
H: 0.59 2.78 1.66
H: 0.98 4.36 0.97
H: 2.42 2.57 -0.01
H: 1.39 3.27 -1.26
H: 2.69 0.53 -0.50
H: 1.36 -0.60 -0.76
H: 2.22 0.85 1.83
H: 2.57 -0.80 1.31
H: 1.73 -1.96 2.93
H: -0.69 -2.29 3.36
H: 1.67 -0.41 3.78
S: 2.73 1.53 -5.12
C: 3.57 2.03 -6.52
C: 2.74 2.62 -7.43
C: 1.40 2.67 -6.99
C: 1.22 2.11 -5.74
C: -0.02 1.99 -4.99
C: 0.02 1.62 -3.63
N: -1.09 1.50 -2.91
C: -2.30 1.74 -3.47
C: -2.44 2.09 -4.81
C: -3.78 2.29 -5.30
C: -4.85 2.13 -4.50
C: -4.71 1.76 -3.11
C: -5.76 1.56 -2.21
C: -5.51 1.19 -0.90
C: -4.16 1.06 -0.50
N: -3.15 1.26 -1.33
C: -3.42 1.60 -2.63
C: -6.58 0.95 0.06
C: -6.48 0.63 1.40
C: -7.73 0.46 2.02
C: -8.77 0.66 1.16
S: -8.23 1.04 -0.41
C: -1.27 2.22 -5.57
H: 4.63 1.85 -6.60
H: 3.07 3.01 -8.38
H: 0.60 3.11 -7.57
H: 0.95 1.39 -3.14
H: -3.91 2.57 -6.34
H: -5.85 2.27 -4.89
H: -6.78 1.69 -2.56
H: -3.90 0.79 0.51
H: -5.54 0.52 1.92
H: -7.87 0.22 3.07
H: -9.83 0.60 1.36
H: -1.34 2.48 -6.61
C: -0.61 -5.26 4.31
N: 0.49 -4.97 5.29
C: 0.02 -5.16 6.71
C: 1.20 -3.66 5.02
C: 0.37 -2.40 5.21
C: 0.15 -1.92 6.46
C: -0.64 -0.77 6.66
C: -1.22 -0.04 5.61
C: -0.96 -0.46 4.34
C: -0.12 -1.63 4.03
H: -0.96 -6.27 4.48
H: -0.23 -5.16 3.30
H: -1.43 -4.56 4.50
H: 1.21 -5.68 5.14
H: -0.78 -4.46 6.91
H: 0.86 -5.01 7.38
H: -0.35 -6.18 6.79
H: 1.58 -3.73 4.00
H: 2.05 -3.63 5.70
H: 0.57 -2.41 7.33
H: -0.81 -0.43 7.69
H: -1.81 0.84 5.82
H: -1.32 0.11 3.49